P | Molecular formula: C20H32ClN3O2S
Method: DFT, ωB97M-V/def2-TZVPD

The geometry in XYZ format:
```
59
Properties=species:S:1:pos:R:3:lowdin_charge:R:1
C 0.2663 1.4354 -7.4478 -0.118
C -1.0321 1.1245 -6.7146 -0.280
C -0.8592 1.0905 -5.2011 -0.249
C -2.1614 0.7592 -4.4784 -0.210
C -2.0936 0.7573 -2.9436 -0.190
C -0.7375 0.3733 -2.3713 -0.192
N -0.7980 0.3506 -0.9192 0.079
C 0.1333 -0.2908 -0.1749 -0.460
O 1.0218 -0.9622 -0.6605 0.083
C 0.0164 -0.0242 1.3361 -0.218
C 0.9705 1.1177 1.6467 -0.183
C 2.3382 0.9223 1.5044 0.016
C 3.2357 1.9532 1.7590 -0.249
C 4.7153 1.7266 1.6065 -0.043
C 2.7430 3.1929 2.1573 -0.070
C 1.3790 3.3782 2.2958 -0.652
Cl 0.7751 4.9309 2.7978 0.661
C 0.4820 2.3534 2.0474 -0.064
N 0.3337 -1.2069 2.1171 -0.103
C 0.2937 -0.8788 3.5445 -0.175
C 0.3710 -2.0782 4.4951 -0.182
C -0.9935 -2.5737 4.9672 -0.260
S -1.9272 -3.5091 3.7722 0.653
N -1.1382 -4.7729 3.4690 -0.211
O -3.3051 -3.5537 4.2248 -0.358
C -1.8586 -2.4764 2.3203 -0.218
C -0.4404 -2.3836 1.7337 -0.183
H 0.1219 1.4565 -8.5283 0.067
H 0.6626 2.4067 -7.1448 0.071
H 1.0282 0.6850 -7.2275 0.072
H -1.7907 1.8695 -6.9735 0.108
H -1.4242 0.1599 -7.0519 0.110
H -0.0932 0.3514 -4.9485 0.112
H -0.4745 2.0604 -4.8643 0.120
H -2.9439 1.4502 -4.8012 0.111
H -2.4807 -0.2321 -4.8162 0.114
H -2.3386 1.7603 -2.5743 0.112
H -2.8557 0.0866 -2.5403 0.112
H -0.4298 -0.6207 -2.6999 0.129
H 0.0354 1.0704 -2.7033 0.124
H -1.4594 0.9533 -0.4584 0.135
H -1.0087 0.3347 1.5473 0.140
H 2.6929 -0.0499 1.1832 0.133
H 5.2738 2.6530 1.7324 0.075
H 5.0750 1.0107 2.3474 0.085
H 4.9444 1.3185 0.6216 0.085
H 3.4180 4.0141 2.3596 0.110
H -0.5801 2.5211 2.1746 0.111
H 1.1297 -0.2091 3.7464 0.120
H -0.6161 -0.3003 3.7918 0.125
H 0.9519 -2.8959 4.0668 0.117
H 0.9117 -1.7590 5.3877 0.115
H -0.9050 -3.2843 5.7909 0.106
H -1.6355 -1.7486 5.2790 0.104
H -1.7045 -5.6079 3.5558 0.020
H -2.5349 -3.0067 1.6465 0.107
H -2.3040 -1.5106 2.5644 0.103
H -0.4960 -2.4030 0.6480 0.116
H 0.1001 -3.2895 2.0055 0.104
```

HOMO energy, eV: -9.0
Orbital gap, eV: 9.395
SMILES: CCCCCCNC(=O)[C@H](c1cc(C)cc(Cl)c1)N1CCC[S@@](=N)(=O)CC1

---

Q | Molecular formula: C20H32ClN3O2S
Method: DFT, ωB97M-V/def2-TZVPD

The geometry in XYZ format:
```
59
Properties=species:S:1:pos:R:3:lowdin_charge:R:1
C -2.9303 6.8108 -1.4069 -0.118
C -1.4280 6.5655 -1.3573 -0.281
C -1.0785 5.0909 -1.2076 -0.249
C 0.4301 4.8647 -1.1535 -0.200
C 0.9092 3.4050 -0.9800 -0.181
C -0.1795 2.3956 -0.6469 -0.194
N 0.4036 1.0723 -0.5144 0.080
C -0.2454 0.0637 0.1134 -0.459
O -1.2986 0.2156 0.7003 0.082
C 0.4720 -1.2922 0.0202 -0.219
C -0.1536 -2.0343 -1.1479 -0.181
C -1.4870 -2.4146 -1.0793 0.018
C -2.0941 -3.0772 -2.1397 -0.249
C -3.5375 -3.4912 -2.0487 -0.043
C -1.3454 -3.3528 -3.2799 -0.070
C -0.0179 -2.9682 -3.3406 -0.653
Cl 0.9091 -3.3199 -4.7691 0.662
C 0.5904 -2.3113 -2.2851 -0.064
N 0.3495 -2.0415 1.2575 -0.103
C 1.0207 -3.3363 1.1222 -0.174
C 1.1834 -4.1247 2.4256 -0.184
C 2.5420 -3.9327 3.0898 -0.260
S 2.7910 -2.3722 3.9154 0.654
N 1.8169 -2.3167 5.0841 -0.211
O 4.2191 -2.1944 4.0910 -0.358
C 2.2367 -1.1768 2.7158 -0.218
C 0.7289 -1.2780 2.4381 -0.187
H -3.1591 7.8717 -1.5127 0.067
H -3.3844 6.2859 -2.2498 0.072
H -3.4147 6.4541 -0.4958 0.072
H -0.9604 6.9563 -2.2664 0.109
H -0.9909 7.1249 -0.5242 0.109
H -1.5512 4.7054 -0.2993 0.115
H -1.5181 4.5375 -2.0440 0.116
H 0.8799 5.2870 -2.0550 0.109
H 0.8201 5.4618 -0.3244 0.110
H 1.3960 3.0761 -1.9047 0.108
H 1.6751 3.3553 -0.2029 0.111
H -0.6726 2.6324 0.2961 0.125
H -0.9573 2.3891 -1.4146 0.126
H 1.2532 0.8718 -1.0146 0.135
H 1.5345 -1.1060 -0.2349 0.140
H -2.0493 -2.1779 -0.1838 0.133
H -3.9021 -3.8730 -3.0012 0.075
H -3.6686 -4.2714 -1.2972 0.085
H -4.1627 -2.6474 -1.7551 0.085
H -1.7931 -3.8652 -4.1215 0.110
H 1.6343 -2.0309 -2.3531 0.111
H 0.4471 -3.9315 0.4124 0.121
H 2.0232 -3.2164 0.6646 0.126
H 0.3792 -3.9117 3.1307 0.117
H 1.0987 -5.1860 2.1855 0.115
H 2.6951 -4.6385 3.9078 0.105
H 3.3598 -4.0357 2.3748 0.104
H 2.2788 -2.0921 5.9566 0.019
H 2.4831 -0.2444 3.2278 0.107
H 2.8635 -1.2594 1.8261 0.104
H 0.3096 -0.2798 2.3330 0.115
H 0.2467 -1.6912 3.3234 0.105
```

HOMO energy, eV: -9.0
Orbital gap, eV: 9.384
SMILES: CCCCCCNC(=O)[C@H](c1cc(C)cc(Cl)c1)N1CCC[S@@](=N)(=O)CC1

---

Most stable structure - P; separation to the second - 0.095 eV.

---

P | Molecular formula: C18H22N2O3S
Method: DFT, ωB97M-V/def2-TZVPD

The geometry in XYZ format:
```
46
Properties=species:S:1:pos:R:3:lowdin_charge:R:1
C -3.8117 -3.0794 1.2793 -0.062
C -3.2255 -3.1840 -0.1220 -0.209
O -2.5390 -1.9969 -0.5101 -0.002
C -1.2734 -1.8644 -0.0829 -0.467
O -0.7183 -2.6872 0.6072 0.111
C -0.6077 -0.6646 -0.6452 -0.059
C 0.7210 -0.8536 -1.0077 0.006
C 1.4372 0.1246 -1.6880 -0.285
N 2.7419 -0.0612 -2.1237 0.009
C 3.6739 -0.8765 -1.3634 -0.209
C 4.0427 -0.2473 -0.0557 -0.509
C 5.1338 0.5179 0.2251 -0.144
C 5.1283 1.0297 1.5416 -0.195
C 4.0268 0.6533 2.2382 -0.414
S 2.9730 -0.3343 1.3056 1.055
C 0.7609 1.3030 -2.0114 -0.011
C -0.5405 1.5185 -1.6131 -0.010
C -1.2557 0.5608 -0.8870 -0.174
N -2.5453 0.7752 -0.4218 -0.095
C -3.3536 1.8611 -0.9318 -0.136
C -3.2101 3.1302 -0.0802 -0.189
O -3.5243 2.8603 1.2689 -0.130
C -2.7000 1.8368 1.7807 -0.177
C -2.8445 0.5362 0.9761 -0.126
H -4.3495 -3.9934 1.5155 0.077
H -4.4972 -2.2382 1.3432 0.068
H -3.0139 -2.9444 2.0052 0.076
H -2.5278 -4.0273 -0.1697 0.123
H -4.0130 -3.3103 -0.8682 0.124
H 1.1643 -1.8058 -0.7644 0.112
H 3.1625 0.7998 -2.4504 0.127
H 3.2287 -1.8601 -1.2041 0.109
H 4.5735 -1.0010 -1.9728 0.124
H 5.9240 0.7021 -0.4817 0.107
H 5.9101 1.6476 1.9457 0.099
H 3.7627 0.8952 3.2485 0.058
H 1.2779 2.0733 -2.5678 0.112
H -0.9968 2.4643 -1.8609 0.100
H -3.1048 2.0566 -1.9741 0.122
H -4.3987 1.5324 -0.8812 0.130
H -3.9099 3.9014 -0.4072 0.126
H -2.1822 3.5191 -0.1474 0.119
H -3.0097 1.6871 2.8163 0.127
H -1.6461 2.1587 1.7589 0.132
H -2.1713 -0.2123 1.3900 0.124
H -3.8763 0.1772 1.0522 0.127
```

HOMO energy, eV: -7.1
Orbital gap, eV: 7.850
SMILES: CCOC(=O)c1cc(NCc2cccs2)ccc1N1CCOCC1

---

Q | Molecular formula: C18H22N2O3S
Method: DFT, ωB97M-V/def2-TZVPD

The geometry in XYZ format:
```
46
Properties=species:S:1:pos:R:3:lowdin_charge:R:1
C -6.2564 0.1391 0.1427 0.006
C -4.7947 0.4344 -0.5387 -0.503
O -4.5435 0.4549 -1.7411 0.051
N -3.9839 0.7795 0.3960 0.117
C -2.6680 0.9651 0.1190 -0.276
C -2.1516 1.2250 -0.9257 -0.069
C -0.8408 1.4922 -0.8887 -0.113
C -0.0299 1.7872 -0.0241 -0.310
S 1.7496 1.9687 -0.1197 0.843
O 2.0901 3.1012 1.1299 -0.429
O 2.0334 2.5572 -1.4671 -0.307
N 2.3349 0.6076 0.3779 -0.103
C 3.5044 0.2250 -0.4976 -0.434
C 4.8767 1.2238 -0.2923 0.062
C 3.8279 -1.1028 -0.3894 -0.183
C 2.8215 -2.0848 -1.0467 -0.095
C 1.4125 -2.1697 -0.3601 -0.247
C 0.2979 -1.5423 -1.1286 0.068
C -1.0643 -1.7005 -0.3843 -0.045
C -1.0692 -1.9191 0.9362 -0.196
C 0.0392 -2.0375 1.5656 -0.118
C 1.2354 -2.2392 0.8798 -0.145
C -0.6434 1.6433 1.2474 -0.082
C -1.8927 1.2610 1.4215 0.036
H -6.2848 -0.8356 0.7808 0.101
H -7.0985 -0.0628 -0.8134 0.159
H -6.5348 0.9438 0.5757 -0.039
H -4.4609 0.7563 1.4104 0.224
H -2.8263 1.2679 -1.6310 0.087
H -0.1826 1.6845 -1.8453 0.173
H 2.6351 0.3644 1.2893 0.119
H 3.1138 0.6406 -1.5055 0.149
H 5.5590 0.9536 -0.7971 -0.063
H 4.4703 2.1669 -0.3867 0.024
H 4.9834 0.9964 0.9427 0.160
H 3.9173 -1.4039 0.7837 0.166
H 4.7673 -1.2573 -1.2091 0.202
H 2.6233 -1.8503 -1.8298 -0.049
H 3.0518 -3.1042 -0.9466 0.116
H 0.3705 -1.5224 -2.3315 0.152
H -1.8215 -1.2674 -1.0553 0.098
H -2.1075 -1.9184 1.3414 0.134
H -0.0801 -2.4527 2.6566 0.153
H 2.1683 -2.4179 1.6186 0.162
H -0.0929 1.8608 2.1226 0.103
H -2.4556 1.3880 2.4179 0.142
```

HOMO energy, eV: -9.0
Orbital gap, eV: 9.311
SMILES: CC(=O)Nc1ccc(S(=O)(=O)N[C@@H](C)CCc2ccccc2)cc1

---

Most stable structure - P; separation to the second - 15.482 eV.